# 1
{"formula": "C2H14N2O4", "method": "the ωB97M-V functional and the def2-TZVPD basis", "e_tot_ha": -494.973767, "gap_ha": 0.3422, "smiles": "C/N=C\\N.O.O.O.O", "relative_energy_kj_mol": 283.9, "species": ["C", "N", "C", "N", "H", "H", "H", "H", "H", "H", "H", "H", "O", "H", "H", "O", "H", "H", "O", "H", "H", "O"], "coordinates": [[2.47783, -0.08494, -0.69129], [0.18665, 0.53764, 0.25829], [0.31003, -0.75840, -0.38400], [1.48090, -1.01896, -0.90340], [3.05434, 0.15001, -1.58514], [3.16892, -0.43179, 0.09100], [2.25041, 0.97482, -0.44753], [0.84384, 0.82016, 0.95860], [-0.69500, 0.83918, 0.48981], [-0.61845, -1.31350, -0.52511], [1.76110, -1.25417, 1.66865], [1.27028, -0.57480, 3.14888], [1.99181, -0.69540, 2.50836], [-2.34885, 1.07459, 1.86594], [-2.30328, -0.35793, 2.75433], [-1.96388, 0.46170, 2.55800], [-3.23234, 1.01322, -1.21741], [-1.96575, 1.83858, -0.52038], [-3.06131, 1.73805, -0.66565], [-0.83949, -0.27296, -3.49231], [-0.84070, -1.76860, -3.11509], [-0.92708, -0.91650, -2.75452]], "atomic_forces_ev_per_a": [[2.5808, 2.3698, 0.2539], [0.5450, -1.8264, -1.3670], [2.8172, 2.9550, 0.0649], [-4.0729, -1.7443, 0.7479], [0.3511, -0.9985, -0.3783], [0.0772, 0.1322, -0.2870], [-0.6516, -0.6799, 0.3868], [0.4160, -0.2588, 0.0778], [-2.2420, 0.0526, 0.8959], [0.6458, -0.0902, 0.0583], [-0.0613, 1.4773, 2.7560], [-0.0156, -0.5579, -0.9476], [0.0559, -0.9696, -1.8008], [-0.2241, -2.1223, 1.3558], [-2.0200, -2.4707, -0.2142], [1.9893, 4.6291, -1.0943], [0.1722, -1.7566, -1.2975], [-4.6898, -0.6822, -1.2132], [4.6627, 2.4711, 2.4405], [-0.0404, -0.8627, 0.6946], [0.2911, -1.6480, -0.8959], [-0.5868, 2.5811, -0.2366]]}


# 2
{"formula": "O5S2", "method": "the ωB97M-V functional and the def2-TZVPD basis", "e_tot_ha": -1172.549512, "charge": -2, "gap_ha": [0.1860, 0.2062], "relative_energy_kj_mol": 65.0, "species": ["O", "O", "O", "O", "O", "S", "S"], "coordinates": [[-1.56448, 1.33860, -0.19971], [-1.63703, -0.45002, 1.52078], [2.53412, 1.25308, -0.20529], [2.00090, -0.90583, 0.81455], [-1.59457, -1.01898, -0.90445], [1.71060, -0.02828, -0.32796], [-1.13639, -0.06198, 0.17169]], "atomic_forces_ev_per_a": [[0.2437, -0.7918, 0.4490], [0.2970, -0.0225, -0.2531], [-1.2880, -1.2771, -0.4506], [0.2984, -0.6982, 0.2151], [0.4469, 0.3000, 0.8309], [0.5947, 1.5942, 0.5743], [-0.5926, 0.8955, -1.3656]]}


# 3
{"formula": "C4H10SSi", "method": "the ωB97M-V functional and the def2-TZVPD basis", "e_tot_ha": -846.075777, "gap_ha": 0.3638, "smiles": "S[SiH]1CCCC1", "relative_energy_kj_mol": 37.7, "species": ["C", "C", "C", "C", "Si", "S", "H", "H", "H", "H", "H", "H", "H", "H", "H", "H"], "coordinates": [[1.35148, -0.85803, -0.03486], [1.20017, 0.47816, -0.77072], [-0.09861, -1.41664, 0.13792], [0.12549, 1.28726, -0.00698], [-1.17290, 0.04397, 0.74825], [-3.04128, 0.07440, -0.33424], [1.86587, -1.67967, -0.58309], [1.56242, -0.54502, 0.95546], [2.16528, 0.98076, -0.73956], [1.07485, 0.35311, -1.79697], [-0.45519, -1.81840, -0.78491], [-0.19694, -2.37603, 0.76249], [0.64045, 1.45570, 0.96269], [-0.05129, 2.31999, -0.44437], [-1.74583, 0.30535, 2.07429], [-3.22397, 1.39507, -0.14540]], "atomic_forces_ev_per_a": [[-2.5960, -0.6788, -1.2253], [0.6773, -0.0474, 1.3902], [-0.5037, -1.4815, 1.9991], [0.3393, 0.6006, 0.8172], [0.2278, 0.5721, -2.6368], [-0.1503, -0.0583, -0.3617], [0.6028, 1.0161, 0.9009], [1.6615, -0.5321, 1.0551], [0.1242, 0.3352, 0.2896], [-1.0222, -0.3395, -1.8329], [-0.5669, 0.3141, -1.0442], [0.5996, 1.4516, -0.3327], [0.0256, 0.5351, -0.1591], [-0.2548, -1.4241, 0.5818], [0.8241, -0.1013, 0.5028], [0.0116, -0.1617, 0.0563]]}